Entry from the Open Molecules 2025 dataset: a structure of composition C21H45OP3SeTi (ωB97M-V/def2-TZVPD).

largest force on an atom: 0.060 hartree/bohr
DFT total energy: -140838.1660 eV
HOMO-LUMO gap: 4.47 eV
HOMO: -20.76 eV
ΔE to the lowest compared entry with this formula, charge and spin: 0.00 kJ/mol
charge: +4
multiplicity: 1

CARTESIAN COORDINATES (ANGSTROEM)
Ti: 0.45025 -0.22200 -0.01450
P: 0.82115 -0.66719 2.29539
P: -2.00893 0.60895 -0.80425
P: 0.92065 2.27481 0.25968
H: 5.45380 -2.33934 0.33884
C: 5.22572 -1.60218 1.13200
C: 3.97541 -1.24412 1.42864
H: 3.10037 -1.69270 0.91396
C: 1.04252 -2.40887 2.86715
C: -0.92636 -0.25163 2.65874
C: 1.70282 0.32367 3.54669
C: -2.22417 1.10066 -2.57937
C: -3.11741 -0.84794 -0.58583
C: -2.77720 1.95349 0.19919
C: 2.72601 2.49977 0.42853
C: 0.20538 3.08806 1.72737
C: 0.56358 3.51317 -1.03245
H: 6.05513 -1.19965 1.74281
H: 3.82904 -0.50004 2.23528
H: 1.86462 -2.86040 2.29210
H: 0.12205 -2.98337 2.70206
H: 1.33178 -2.52799 3.93056
H: -1.63336 -0.69609 1.94046
H: -1.08825 0.83556 2.67120
H: -1.19419 -0.65616 3.63777
H: 2.68273 -0.12901 3.71952
H: 1.14166 0.30733 4.48639
H: 1.84844 1.36857 3.23195
H: -3.22885 1.52205 -2.78008
H: -2.07549 0.22254 -3.22116
H: -1.45552 1.83792 -2.85732
H: -4.17952 -0.59057 -0.75559
H: -3.01026 -1.21567 0.44355
H: -2.83802 -1.67228 -1.25582
H: -3.84551 2.11362 -0.04396
H: -2.24047 2.89530 0.04752
H: -2.70389 1.67830 1.26069
H: 2.92897 3.56288 0.58611
H: 3.23893 2.15209 -0.47592
H: 3.10384 1.93792 1.28700
H: 0.60743 4.10727 1.77643
H: 0.45380 2.56339 2.65576
H: -0.88560 3.15575 1.63654
H: 0.91292 4.49227 -0.67318
H: -0.51108 3.58523 -1.23677
H: 1.09653 3.26479 -1.95970
C: 3.24800 0.50512 -2.58786
C: 4.05932 -0.42128 -1.91343
C: 5.42754 -0.31333 -1.95662
C: 6.00784 0.62625 -2.81316
C: 5.20856 1.50088 -3.57058
C: 3.82923 1.45406 -3.43876
Se: 1.39037 0.56398 -2.34000
H: 1.98784 0.12850 0.42200
H: 3.58556 -1.17456 -1.25084
H: 6.01600 -0.92614 -1.28560
H: 7.09464 0.68669 -2.85469
H: 5.66190 2.23530 -4.23714
H: 3.18531 2.17334 -3.95780
C: -0.47640 -3.74542 -2.68975
C: -0.29716 -4.39058 -1.30397
C: -0.28392 -3.25568 -0.29500
O: 0.02696 -2.02063 -1.02160
C: -0.34765 -2.23204 -2.46285
H: 0.29330 -4.08776 -3.38193
H: -1.45120 -3.97019 -3.14494
H: 0.64028 -4.92954 -1.25047
H: -1.10001 -5.10009 -1.07981
H: -1.27658 -3.14697 0.19170
H: 0.47900 -3.41427 0.47671
H: 0.45466 -1.79675 -3.08388
H: -1.31064 -1.71283 -2.66729

---

Entry from the Open Molecules 2025 dataset: a structure of composition C40H37N6P2S4Tl (ωB97M-V/def2-TZVPD).

largest force on an atom: 0.053 hartree/bohr
DFT total energy: -117630.4812 eV
HOMO-LUMO gap (alpha / beta): 4.08 / 4.79 eV
HOMO (alpha / beta): -7.20 / -7.25 eV
ΔE to the lowest compared entry with this formula, charge and spin: 0.00 kJ/mol
multiplicity: 1

CARTESIAN COORDINATES (ANGSTROEM)
Tl: -1.29743 -0.23481 0.76239
S: 0.44791 -3.27915 0.84906
P: 1.77301 -1.89545 0.30616
C: 1.48073 -0.27441 0.73007
P: 1.84060 1.28672 1.30084
S: 0.48040 2.71065 1.68166
C: 2.98556 2.12362 0.15297
C: 3.09304 1.79450 -1.21879
C: 3.84561 2.63010 -2.03648
C: 4.45581 3.79822 -1.51237
C: 4.33805 4.10111 -0.16203
C: 3.60555 3.23346 0.69582
C: 2.61555 0.96136 2.95791
C: 1.76278 0.63296 4.00159
C: 2.33132 0.29954 5.27520
C: 3.71085 0.40923 5.46956
C: 4.52950 0.78000 4.42093
C: 3.99946 1.01730 3.15106
C: 1.82732 -2.11111 -1.51322
C: 2.41985 -3.27683 -1.95526
C: 2.39388 -3.62588 -3.32452
C: 1.74508 -2.81138 -4.21841
C: 1.09322 -1.63337 -3.76574
C: 1.09214 -1.31121 -2.41904
C: 3.44045 -2.37153 0.89418
C: 4.53588 -1.73366 0.28526
C: 5.84599 -2.06157 0.70255
C: 6.04221 -3.14999 1.55460
C: 4.94784 -3.82276 2.11206
C: 3.65548 -3.40320 1.81400
H: 2.63835 0.88021 -1.62438
H: 3.96711 2.41499 -3.09158
H: 5.01727 4.46382 -2.16593
H: 4.83380 4.94882 0.24824
H: 3.42166 3.44467 1.73969
H: 0.67490 0.71642 3.86973
H: 1.66350 0.08946 6.09294
H: 4.13221 0.17821 6.44817
H: 5.60417 0.89730 4.57268
H: 4.68003 1.28676 2.34544
H: 2.96942 -3.90535 -1.23300
H: 2.90477 -4.51681 -3.66152
H: 1.74222 -2.99274 -5.29360
H: 0.65383 -0.94686 -4.49811
H: 0.58212 -0.44124 -2.00523
H: 4.31961 -0.93379 -0.41648
H: 6.70608 -1.46716 0.38621
H: 7.05648 -3.52671 1.75418
H: 5.13076 -4.69288 2.76268
H: 2.78125 -3.87007 2.26440
C: -5.00734 3.44242 1.48633
C: -4.17564 2.34719 1.76537
N: -3.63739 1.59580 0.80634
C: -3.80195 1.93827 -0.49874
C: -4.64020 3.01434 -0.87287
C: -5.23834 3.80139 0.16652
C: -4.99161 3.34178 -2.23697
C: -4.35647 3.03816 -3.39919
C: -2.97894 2.65784 -3.64017
C: -1.87935 3.10023 -2.92842
C: -0.64935 2.77207 -3.41037
N: -0.49901 1.99655 -4.48296
C: -1.60187 1.58698 -5.10059
N: -2.79514 1.88991 -4.72642
H: -5.37063 4.00580 2.35877
H: -3.95752 2.06093 2.78005
H: -3.35228 1.26191 -1.21257
H: -5.89780 4.59197 -0.13715
H: -5.99504 3.85031 -2.35821
H: -4.95797 3.00871 -4.29301
H: -1.99618 3.76310 -2.06702
H: 0.25187 3.06816 -2.89819
H: -1.49385 0.96272 -5.99587
S: -1.92672 -0.26803 5.84182
C: -2.21896 -0.89310 4.36189
N: -2.44332 -1.26785 3.25473
C: -6.06535 -2.41973 -1.82838
N: -5.54665 -2.87320 -0.55944
C: -4.34543 -2.56217 -0.04546
S: -3.06056 -2.03516 -1.03173
N: -4.09336 -2.86904 1.22836
C: -4.77489 -3.85425 2.06086
H: -6.58068 -3.26439 -2.32192
H: -5.25579 -2.04875 -2.45220
H: -6.77346 -1.59988 -1.69682
H: -6.20859 -3.23804 0.09969
H: -3.31086 -2.37638 1.69698
H: -4.95099 -4.77101 1.48082
H: -5.75564 -3.44125 2.40088
H: -4.18393 -4.12387 2.91867

---

Entry from the Open Molecules 2025 dataset: an isolated molecule of C4H2F2O (ωB97M-V/def2-TZVPD).

largest force on an atom: 0.112 hartree/bohr
DFT total energy: -11657.3636 eV
HOMO-LUMO gap: 9.11 eV
HOMO: -9.17 eV
ΔE to the lowest compared entry with this formula, charge and spin: 403.35 kJ/mol
multiplicity: 1

CARTESIAN COORDINATES (ANGSTROEM)
C: -1.12197 -0.13128 -1.40864
C: -0.26961 0.82025 -1.62083
C: 0.95756 0.94865 -1.39545
C: -1.05051 -1.01539 -0.47397
O: -1.06934 -0.67417 0.85275
F: 1.81896 0.58262 -2.40331
F: -1.15948 -2.38434 -0.66219
H: 1.31528 1.64961 -0.63021
H: -1.97648 -0.52376 1.19807

---

Entry from the Open Molecules 2025 dataset: a cluster of 2 separate species, C3H6FN4 in total (ωB97M-V/def2-TZVPD).

largest force on an atom: 0.131 hartree/bohr
DFT total energy: -11873.0685 eV
HOMO-LUMO gap (alpha / beta): 8.46 / 4.07 eV
HOMO (alpha / beta): -12.64 / -11.31 eV
ΔE to the lowest compared entry with this formula, charge and spin: 317.72 kJ/mol
charge: +1
multiplicity: 1

CARTESIAN COORDINATES (ANGSTROEM)
C: -1.31453 0.71144 -1.23496
C: 1.42720 -0.83197 1.44596
C: -0.40543 1.09585 -0.15479
N: -2.59440 0.43617 -1.17903
N: 2.52451 -2.10975 -0.17620
N: 2.23427 -1.33349 0.71881
N: 0.71672 -0.23393 2.16324
F: 0.85530 1.47617 -0.32053
H: -0.85945 0.64554 -2.25498
H: -0.81254 1.47473 0.75225
H: -3.09162 -0.05025 -1.81737
H: 3.43896 -2.26732 -0.49170
H: -3.06126 0.46980 -0.20607
H: 0.94226 0.51700 2.75538

---

Entry from the Open Molecules 2025 dataset: a cluster of 2 separate species, C8H15P2S in total (ωB97M-V/def2-TZVPD).

largest force on an atom: 0.011 hartree/bohr
DFT total energy: -37944.3004 eV
HOMO-LUMO gap: 7.91 eV
HOMO: -11.78 eV
charge: +1
multiplicity: 1

CARTESIAN COORDINATES (ANGSTROEM)
C: -0.31342 1.10251 0.74631
C: -1.40467 1.62083 -0.20716
P: -2.82158 2.29931 0.66762
P: -4.44687 0.84080 1.14534
S: -6.15663 1.67727 1.21037
H: -0.32933 1.58178 1.72613
H: 0.66514 1.27965 0.30824
H: -0.40580 0.02795 0.88854
H: -1.81380 0.81612 -0.82375
H: -1.04387 2.40205 -0.87713
H: -3.49545 3.23404 -0.10796
H: -2.41357 2.93702 1.83506
H: -4.14648 -0.05934 0.11710
H: -3.91268 0.23670 2.28541
C: 1.43383 -2.12598 -1.17976
C: 1.82010 -0.81682 -1.43228
C: 3.05228 -0.35391 -0.99206
C: 3.90016 -1.20409 -0.29693
C: 3.51516 -2.51275 -0.04351
C: 2.28324 -2.97443 -0.48418
H: 0.47844 -2.49096 -1.53573
H: 1.16363 -0.15809 -1.99028
H: 3.35789 0.66411 -1.19829
H: 4.86472 -0.84909 0.04026
H: 4.18020 -3.17677 0.49194
H: 1.98938 -3.99794 -0.29329

---

Entry from the Open Molecules 2025 dataset: a cluster of 5 separate species, C34H47Cl2F9O16S in total (ωB97M-V/def2-TZVPD).

largest force on an atom: 0.053 hartree/bohr
DFT total energy: -129113.2115 eV
HOMO-LUMO gap: 7.51 eV
HOMO: -7.58 eV
multiplicity: 1

CARTESIAN COORDINATES (ANGSTROEM)
C: 0.22671 -6.12354 5.21417
C: -0.50339 -5.76216 3.91661
C: -2.03394 -5.66156 3.84592
C: 0.21209 -5.49091 2.81559
C: -0.11537 -4.27959 1.91945
C: 0.69555 -4.32979 0.59838
C: 0.96189 -2.89746 -0.01122
C: 2.07747 -3.03498 -1.11452
C: -0.42814 -2.34929 -0.55218
C: -0.82772 -0.98046 0.03642
C: -0.09582 0.27022 -0.52780
C: 1.19568 0.55198 0.27364
C: 1.03442 0.73739 1.80853
O: -0.29909 1.08395 2.23616
C: -0.57278 0.36993 3.36831
O: -1.53861 -0.26771 3.49647
O: -1.06884 1.34098 -0.54211
C: -0.58642 2.61141 -0.45541
O: -0.96979 3.29570 0.41626
C: 0.36416 3.24558 -1.47352
C: 1.30000 4.22946 -0.72122
C: 2.68923 4.36504 -1.34346
F: 3.55521 4.95872 -0.52992
F: 3.15826 3.08505 -1.44803
C: 2.76144 4.91659 -2.79168
F: 2.23757 4.08061 -3.65686
F: 4.04103 4.97797 -3.11652
S: 1.99612 6.61677 -3.10685
F: 1.96753 6.29502 -4.67608
F: 0.50065 6.09291 -3.03447
F: 2.03796 7.04966 -1.56144
F: 3.45370 7.22232 -3.33239
F: 1.42781 8.06039 -3.44078
C: 0.34185 0.06148 -2.02238
Cl: 2.05394 0.15438 -2.49227
C: -0.49017 -0.15084 -3.01732
C: -0.00916 -0.33971 -4.44581
Cl: -2.21365 -0.26800 -2.76770
H: 1.08057 -5.44713 5.31176
H: 0.65263 -7.13535 5.10566
H: -0.42164 -6.06316 6.08727
H: -2.31297 -4.64392 3.53898
H: -2.36587 -6.32573 3.04157
H: -2.52365 -5.92268 4.78904
H: 1.05768 -6.10322 2.48675
H: 0.16313 -3.36375 2.46420
H: -1.19348 -4.26226 1.71781
H: 1.61962 -4.90038 0.75915
H: 0.07327 -4.86230 -0.13565
H: 1.26134 -2.27448 0.84616
H: 2.73868 -3.85187 -0.78384
H: 2.69758 -2.13240 -1.07265
H: 1.71236 -3.27621 -2.11273
H: -1.16465 -3.06921 -0.16107
H: -0.51740 -2.42323 -1.63868
H: -1.88582 -0.83161 -0.21050
H: -0.78319 -1.06673 1.12563
H: 1.82418 -0.33789 0.14698
H: 1.80179 1.36568 -0.14193
H: 1.28746 -0.22958 2.27528
H: 1.81051 1.43613 2.15900
H: 0.17696 0.40139 4.18655
H: -0.27184 3.82650 -2.15745
H: 0.91760 2.54297 -2.10127
H: 1.47776 3.83744 0.28882
H: 0.78622 5.18355 -0.58464
H: 0.26952 0.61130 -4.91054
H: -0.83537 -0.79354 -5.00712
H: 0.80459 -1.06852 -4.49541
C: 0.89680 -6.95034 -4.26098
C: 0.35762 -7.03855 -2.85761
O: 0.23907 -5.66505 -2.47133
C: 0.12975 -4.93989 -3.61920
O: -0.15082 -3.78644 -3.65451
O: 0.38096 -5.70165 -4.71125
H: 0.55326 -7.76331 -4.89703
H: 1.98802 -6.91400 -4.28979
H: -0.63036 -7.50173 -2.81626
H: 1.02672 -7.57068 -2.18460
C: 0.42385 10.11167 -0.98071
C: 1.89138 10.04519 -0.64265
O: 2.26297 11.42087 -0.56949
C: 1.13804 12.13748 -0.29937
O: 1.12586 13.28865 -0.01274
O: 0.02807 11.35517 -0.40093
H: -0.14526 9.28708 -0.55578
H: 0.24386 10.14805 -2.05725
H: 2.07571 9.58092 0.32927
H: 2.47566 9.52331 -1.39549
C: -2.48059 -5.35632 9.55677
C: -1.27712 -5.16655 10.44703
O: -0.43577 -6.25740 10.07217
C: -0.78058 -6.63115 8.81098
O: -0.16735 -7.39607 8.14242
O: -1.92388 -6.00810 8.41514
H: -2.94973 -4.41591 9.27546
H: -3.23365 -6.00910 10.00333
H: -0.75151 -4.23039 10.24681
H: -1.52428 -5.21385 11.50546
C: -4.87010 3.36529 -5.36361
C: -3.67833 3.63030 -4.47728
O: -2.77880 2.58463 -4.84283
C: -3.10387 2.18019 -6.09985
O: -2.44765 1.44251 -6.75879
O: -4.27961 2.73456 -6.49989
H: -5.39119 4.27551 -5.65297
H: -5.58500 2.67603 -4.90921
H: -3.20532 4.59265 -4.68682
H: -3.92180 3.57906 -3.41771

---

Entry from the Open Molecules 2025 dataset: a structure of composition C11H20BCl2NO2Ru (ωB97M-V/def2-TZVPD).

largest force on an atom: 0.046 hartree/bohr
DFT total energy: -45619.1766 eV
HOMO-LUMO gap (alpha / beta): 6.25 / 6.09 eV
HOMO (alpha / beta): -1.25 / -1.37 eV
ΔE to the lowest compared entry with this formula, charge and spin: 0.00 kJ/mol
charge: -2
multiplicity: 5

CARTESIAN COORDINATES (ANGSTROEM)
C: 0.35445 -1.10461 -1.24844
C: 1.18685 0.04331 -1.54935
C: 0.35231 1.17821 -1.66170
C: 2.64120 0.01541 -1.80362
C: -0.99303 0.77416 -1.52279
C: -1.01962 -0.64548 -1.24141
C: -2.21148 -1.51774 -1.30420
C: 0.75247 -2.52707 -1.33095
C: 0.82167 2.57347 -1.88423
C: -2.18222 1.63698 -1.67555
Ru: -0.22597 -0.40338 0.90278
Cl: 4.46207 1.57293 0.92803
Cl: 1.90382 -1.01903 1.36326
O: -1.62760 0.88662 1.03472
H: 3.05911 -0.96575 -1.55600
H: 3.17446 0.75912 -1.18098
H: 2.85887 0.21939 -2.86453
H: 1.78075 2.73346 -1.37642
H: 0.09176 3.28743 -1.48914
H: 0.96688 2.81233 -2.94531
H: -2.03231 2.59085 -1.15304
H: -3.06491 1.15129 -1.25032
H: -2.40791 1.87286 -2.72632
H: -3.04791 -1.00990 -0.81138
H: -2.01120 -2.45555 -0.78238
H: -2.53161 -1.75985 -2.33038
H: 1.72920 -2.66982 -0.85590
H: 0.82083 -2.87842 -2.37254
H: 0.01626 -3.14400 -0.81021
H: -1.43296 1.41101 1.83988
O: -0.82078 -2.15999 1.53063
H: -1.67159 -2.06378 2.01866
B: 0.04544 0.02483 5.54080
C: 0.09954 0.36171 4.03577
N: 0.10136 0.58616 2.88887
H: -0.99229 0.51935 5.95732
H: 1.01456 0.50799 6.11822
H: 0.03955 -1.19451 5.56818